This record from the Open Molecules 2025 dataset describes a single C2H5NO2S molecule in a non-equilibrium geometry. The level of theory is ωB97M-V with the def2-TZVPD basis set.

Values from the calculation:
2S+1: 1
HOMO level in eV: -8.65
E_LUMO in hartree: -0.00704
SMILES: OCC(=S)NO
Charge: 0
HOMO-LUMO gap in eV: 8.462
DFT total energy in eV: -18571.2701

CARTESIAN COORDINATES (ANGSTROEM)
1 C 0.23576 -0.75122 0.62575
2 C -0.91329 0.18740 0.21518
3 H 0.83251 -1.38447 -1.23142
4 H -0.41606 -1.55181 0.56163
5 H 0.86255 -0.59922 1.53895
6 H -0.82061 2.14894 -0.52506
7 H 1.06557 0.33886 -0.41650
8 N -0.50607 1.40257 0.03595
9 O 1.26635 -1.05414 -0.49356
10 O 0.89886 1.43558 -0.12032
11 S -2.50559 -0.17248 -0.19059